[1]
This record from OMol25 describes 3 unconnected molecules or ions with the total composition C24H46Br2O8. The level of theory is wB97M-V/def2-TZVPD.

Structure (XYZ):
```
80
Properties=species:S:1:pos:R:3:forces:R:3
C -1.274851 -0.319806 5.864207 -0.02 0.01 0.07
C -1.966983 0.934329 6.382262 -0.11 -0.13 -0.12
O -1.649232 2.080664 5.609901 0.04 0.09 0.09
C -2.661526 2.551762 4.748081 -0.13 -0.07 -0.02
C -2.643222 1.895230 3.382795 -0.01 0.03 0.06
O -1.558365 2.412138 2.649939 0.01 -0.02 -0.03
C -1.391240 1.803899 1.378067 0.12 0.06 0.03
C -0.508605 0.567691 1.486804 0.03 -0.08 0.13
O 0.816613 0.980985 1.802682 0.04 -0.03 -0.03
C 1.164522 0.857957 3.166901 -0.06 -0.07 0.03
C -0.383311 -0.279313 0.219355 0.07 -0.02 -0.05
C -1.574808 -0.390556 -0.732098 -0.02 -0.11 0.01
C -2.681352 -1.401105 -0.372095 0.13 0.04 -0.07
C -3.079387 -1.422555 1.104011 -0.04 0.03 -0.02
C -3.892410 -1.147783 -1.269703 -0.03 0.00 0.03
O 0.047469 -1.570259 0.664649 0.07 0.05 0.10
C 0.700292 -2.328439 -0.326690 -0.01 -0.02 0.01
C 1.475345 -3.435623 0.344924 -0.10 0.07 -0.07
Br 3.346203 -3.190501 0.351476 0.06 -0.05 0.05
C 0.878946 -4.464955 0.933003 -0.11 0.04 0.00
C -0.607592 -4.637383 1.024418 0.07 -0.01 -0.08
Br 1.848379 -5.828311 1.808601 0.04 -0.03 0.05
H -1.799233 -0.758202 5.013716 0.04 0.04 -0.05
H -0.261296 -0.071418 5.553345 0.02 -0.02 0.03
H -1.215659 -1.077378 6.648116 -0.04 0.00 -0.01
H -1.655335 1.137273 7.409015 0.08 0.04 -0.02
H -3.054064 0.790553 6.396690 0.02 -0.01 0.06
H -2.504775 3.625036 4.632681 0.03 0.00 -0.06
H -3.650615 2.400966 5.200855 0.03 0.00 0.00
H -2.569340 0.806307 3.511868 0.02 0.01 -0.06
H -3.586916 2.101876 2.855687 0.01 0.03 0.02
H -0.888060 2.537435 0.748706 -0.04 -0.03 -0.04
H -2.365170 1.592652 0.927941 -0.02 -0.03 0.03
H -0.863308 -0.079642 2.297810 -0.14 0.00 -0.06
H 2.217088 1.122066 3.251617 0.00 0.02 0.00
H 1.035477 -0.179336 3.500475 0.03 0.01 0.01
H 0.566717 1.517210 3.801945 0.01 0.01 -0.02
H 0.453672 0.173656 -0.328747 -0.08 0.06 -0.06
H -1.170513 -0.692384 -1.705051 -0.07 0.05 -0.04
H -1.997887 0.602327 -0.896954 0.02 0.00 0.05
H -2.292192 -2.393796 -0.626491 -0.08 -0.04 0.09
H -4.021622 -1.959055 1.236321 0.04 -0.03 -0.01
H -3.226819 -0.415284 1.493403 -0.07 0.07 0.00
H -2.323972 -1.913567 1.717393 0.06 0.06 -0.01
H -4.733437 -1.782989 -0.985689 0.02 -0.03 -0.03
H -3.662067 -1.350478 -2.317460 0.03 0.06 -0.01
H -4.218594 -0.107068 -1.193629 -0.02 -0.01 0.02
H 1.382773 -1.693894 -0.898983 0.01 -0.04 -0.01
H -0.021569 -2.762953 -1.031549 0.02 0.01 -0.01
H -0.891298 -5.656119 0.762937 0.01 -0.01 -0.01
H -0.935391 -4.450228 2.048020 0.00 0.00 0.01
H -1.126389 -3.940202 0.369905 0.00 0.01 0.05
O 6.201240 -2.289853 -5.783947 0.01 -0.04 0.03
C 6.551168 -2.419852 -4.643292 0.02 0.14 0.00
O 5.741663 -1.956209 -3.666764 -0.02 -0.09 -0.03
C 6.013324 -2.146441 -2.271972 0.02 0.03 0.02
C 6.959459 -1.098999 -1.725427 0.01 0.02 -0.04
C 7.891378 -3.017938 -4.282006 -0.05 -0.07 -0.01
H 6.373694 -3.158613 -2.085310 0.00 -0.01 -0.02
H 5.037674 -2.063457 -1.797626 0.01 0.02 -0.02
H 7.945865 -1.164426 -2.185156 0.00 -0.01 0.02
H 7.076590 -1.229917 -0.648919 -0.01 0.00 0.00
H 6.560882 -0.101676 -1.910007 0.00 0.00 0.01
H 8.628868 -2.214466 -4.279813 0.00 0.00 0.01
H 8.160309 -3.722665 -5.063509 0.01 0.03 -0.02
H 7.922571 -3.514798 -3.317079 0.00 0.01 0.02
O -1.948421 2.960674 -1.567768 -0.02 0.01 -0.04
C -1.911762 3.554263 -2.612777 -0.06 -0.04 -0.01
O -2.798224 4.548512 -2.812182 0.08 0.02 0.04
C -2.774978 5.390793 -3.973016 -0.02 -0.01 -0.02
C -3.493827 4.763185 -5.147443 -0.01 -0.04 0.02
C -0.948043 3.170321 -3.709990 0.03 0.05 0.04
H -1.750757 5.669251 -4.221425 0.01 -0.01 0.01
H -3.286001 6.296147 -3.650462 -0.01 -0.01 -0.01
H -2.997829 3.852892 -5.484330 0.01 0.02 -0.01
H -3.522037 5.463407 -5.982919 0.00 0.00 0.00
H -4.517614 4.513135 -4.870548 0.00 0.00 -0.01
H -1.420076 2.394853 -4.314770 0.00 0.00 -0.01
H -0.064778 2.744949 -3.242083 -0.02 -0.02 0.01
H -0.655430 3.985502 -4.364844 -0.01 0.01 -0.01
```
Forces are in eV/Å.

Output
**Charge**: 0
**Highest occupied orbital energy**: -8.961 eV
**Gap between HOMO and LUMO**: 9.5 eV
**SMILES string**: CCOCCOC[C@H](OC)[C@H](CC(C)C)OC/C(Br)=C(\C)Br.CCOC(C)=O.CCOC(C)=O

Atomic partial charges in e from the Löwdin method, atoms 1 to 5: atom 1 (C): -0.0680, atom 2 (C): -0.2639, atom 3 (O): -0.1427, atom 4 (C): -0.1886, atom 5 (C): -0.2006



[2]
This record from OMol25 describes a molecular structure, C2H3P at a distorted geometry. The level of theory is wB97M-V/def2-TZVPD.

Structure (XYZ):
```
6
Properties=species:S:1:pos:R:3:forces:R:3
C -0.802904 1.111155 0.063981 -1.49 -1.31 -4.61
C 2.063351 0.460181 -0.180961 -1.64 -0.01 0.43
P 0.541692 -0.073936 -0.160859 0.87 0.38 0.91
H -1.156920 0.691726 -1.178936 0.68 1.70 2.94
H -1.844726 1.225632 0.455996 1.34 -0.57 0.58
H 3.126327 0.513337 -0.204591 0.24 -0.18 -0.25
```
Forces are in eV/Å.

Output
**Relative energy (zero: lowest compared OMol25 entry of this formula, charge and spin)**: 96.3 kcal per mole
**Charge**: 0
**Highest occupied orbital energy (alpha / beta)**: -8.816 / -8.544 eV
**Gap between HOMO and LUMO (alpha / beta)**: 8.0 / 7.6 eV

Atomic partial charges in e from the Löwdin method, atoms 1 to 5: atom 1 (C): -0.3169, atom 2 (C): -0.3020, atom 3 (P): 0.6552, atom 4 (H): 0.0459, atom 5 (H): -0.0187



[3]
This record from OMol25 describes 2 unconnected molecules or ions with the total composition C6H11N5O3 at a distorted geometry. The level of theory is wB97M-V/def2-TZVPD.

Structure (XYZ):
```
25
Properties=species:S:1:pos:R:3:forces:R:3
C 0.735493 1.380023 0.675145 -4.45 7.57 -3.61
C 0.950002 0.069070 0.768885 1.07 -8.54 0.79
C -0.361240 1.603729 -0.357921 4.61 1.89 3.02
C -1.270117 -1.173337 0.209938 0.40 -0.61 1.81
C 1.717657 -0.741275 1.737578 -0.17 0.29 -1.81
C -0.879352 2.928632 -0.700928 -2.01 -0.62 0.05
N -0.776816 0.560738 -0.922035 0.18 -2.95 -1.37
N -1.907686 -2.001675 -0.585070 0.26 0.43 0.52
N -1.589455 -0.680202 1.402566 0.99 -0.02 1.67
N 1.958872 -1.070352 -2.537065 0.08 0.86 0.03
N 0.062324 -0.683220 -0.205420 -0.70 2.32 -1.27
O 2.170695 0.017967 -2.426370 0.48 2.25 0.19
O 2.069625 -2.070194 -2.997764 -0.27 -2.35 -0.43
O 0.669996 -1.437964 -1.113376 -0.61 -1.29 0.80
H 1.119795 2.261263 1.145796 0.60 -0.16 0.49
H 1.528854 -1.796196 1.640303 0.11 -0.34 0.10
H 1.620421 -0.388313 2.715495 -1.01 0.51 2.13
H 2.769122 -0.509638 1.712340 1.02 -0.17 -0.79
H -0.269664 3.683856 -1.115039 1.43 0.46 -0.17
H -1.234120 3.233443 0.279409 -0.62 0.80 -0.18
H -1.680169 2.798517 -1.445512 -0.10 0.16 0.62
H -2.916467 -2.227392 -0.554600 0.95 0.23 0.22
H -1.298491 -2.471165 -1.248505 -0.29 0.10 -0.34
H -2.445375 -1.031733 1.885661 1.05 0.58 -0.44
H -0.743905 -0.254579 2.036488 -3.00 -1.40 -2.05
```
Forces are in eV/Å.

Output
**Expectation value of S²**: 2.014
**Charge**: +2
**Highest occupied orbital energy (alpha / beta)**: -14.468 / -18.221 eV
**Gap between HOMO and LUMO (alpha / beta)**: 5.5 / 7.0 eV
**2S+1**: 3

Atomic partial charges in e from the Löwdin method, atoms 1 to 5: atom 1 (C): 0.1236, atom 2 (C): -0.1972, atom 3 (C): -0.3250, atom 4 (C): -0.3273, atom 5 (C): 0.0270



[4]
This record from OMol25 describes C5H6O in the gas phase. The level of theory is wB97M-V/def2-TZVPD.

Structure (XYZ):
```
12
Properties=species:S:1:pos:R:3:forces:R:3
C 1.075672 0.458027 -1.050388 0.05 0.01 -0.05
C -0.430013 0.505597 -0.908732 -0.07 0.21 -0.16
O -1.109263 1.332073 -1.470859 0.24 -0.35 0.17
C -1.068460 -0.548335 0.001744 -0.10 0.01 0.01
C -0.450025 -0.519051 1.328279 0.27 0.06 0.47
C 0.105533 -0.419193 2.391514 -0.24 -0.04 -0.41
H 1.353553 0.781495 -2.055494 -0.05 -0.02 0.13
H 1.480457 -0.535925 -0.839483 -0.08 0.14 -0.03
H 1.519758 1.154176 -0.330252 -0.09 -0.09 -0.08
H -0.925039 -1.536207 -0.457568 0.01 0.14 0.07
H -2.142563 -0.349199 0.053462 0.16 -0.02 0.03
H 0.590391 -0.323458 3.337776 -0.09 -0.05 -0.14
```
Forces are in eV/Å.

Output
**Relative energy (zero: lowest compared OMol25 entry of this formula, charge and spin)**: 35.9 kcal per mole
**Charge**: 0
**Highest occupied orbital energy**: -9.684 eV
**Gap between HOMO and LUMO**: 10.6 eV
**SMILES string**: C#CCC(C)=O

Atomic partial charges in e from the Löwdin method, atoms 1 to 5: atom 1 (C): -0.0187, atom 2 (C): -0.4465, atom 3 (O): 0.0866, atom 4 (C): -0.1389, atom 5 (C): -0.1465